# 1
C16H27InN2 as an isolated structure in a non-equilibrium geometry, computed with the ωB97M-V functional and the def2-TZVPD basis.

Atoms and positions in Å:
1 In 0.285 -0.995 -0.968
2 N 1.326 -1.582 1.151
3 N 3.162 -2.112 2.136
4 C -3.007 -0.045 -0.977
5 C -1.187 2.454 -1.336
6 C 0.981 -2.356 2.256
7 C 2.150 -2.684 2.880
8 C 0.312 -0.664 -3.091
9 C 2.646 -1.437 1.122
10 C 1.603 0.018 -3.295
11 C -0.368 1.700 0.998
12 C -1.055 1.491 -0.226
13 C -0.807 0.717 1.928
14 C -2.574 -1.157 1.968
15 C -1.892 0.329 -0.070
16 C 1.763 0.244 -4.791
17 C -0.464 0.690 3.374
18 C -1.748 -0.127 1.288
19 C 0.474 2.869 1.345
20 H -3.815 0.706 -0.975
21 H 3.210 -0.888 0.357
22 H 1.673 0.960 -2.754
23 H -3.137 -1.747 1.227
24 H 0.386 -1.768 -3.066
25 H 0.560 1.060 3.552
26 H -0.078 3.607 1.955
27 H 1.960 -0.706 -5.300
28 H -2.650 -0.120 -2.011
29 H -3.466 -1.000 -0.690
30 H -0.036 -2.599 2.479
31 H -2.136 3.011 -1.286
32 H -0.554 -0.323 3.800
33 H 2.315 -3.271 3.736
34 H -0.650 -0.320 -3.420
35 H 4.160 -2.164 2.307
36 H 0.825 0.658 -5.178
37 H 0.816 3.384 0.439
38 H 0.589 -2.696 -0.392
39 H -0.392 3.202 -1.313
40 H -1.942 -1.845 2.564
41 H -3.310 -0.698 2.662
42 H 2.592 0.930 -4.984
43 H -1.169 1.956 -2.310
44 H -1.157 1.346 3.937
45 H 2.449 -0.591 -2.951
46 H 1.356 2.563 1.925

Values from the calculation:
energy relative to the best compared isomer or geometry (same formula, charge and spin) = 70.31 kJ/mol
HOMO energy (alpha / beta) = -0.536 / -0.534 Eh
total charge = +2
E = -924.75371 a.u.
2S+1 = 1
gap between HOMO and LUMO (alpha / beta) = 4.94 / 4.73 eV

# 2
One molecule with the formula C4H6BrF3O in a non-equilibrium geometry, computed with the ωB97M-V functional and the def2-TZVPD basis.

Atoms and positions in Å:
1 Br 0.334 1.824 2.809
2 F 2.288 2.028 0.888
3 F 3.348 0.786 3.194
4 F 3.224 -1.005 1.933
5 O 0.923 0.054 0.726
6 C -0.330 -0.390 -1.282
7 C 1.526 0.822 1.585
8 C 2.520 0.011 2.532
9 C -0.072 0.581 -0.086
10 H -1.070 -0.077 -2.077
11 H 0.105 1.625 -0.206
12 H 0.453 -0.566 -2.043
13 H 1.864 -0.501 3.218
14 H -1.047 0.552 0.416
15 H -0.673 -1.331 -0.834

Values from the calculation:
energy relative to the best compared isomer or geometry (same formula, charge and spin) = 0.00 kJ/mol
HOMO energy = -0.406 Eh
total charge = 0
E = -3104.81622 a.u.
structure (SMILES) = CCO[C@@](F)(Br)C(F)F
2S+1 = 1
gap between HOMO and LUMO = 11.53 eV

# 3
A 2-piece molecular cluster, C6H13N overall, computed with the ωB97M-V functional and the def2-TZVPD basis.

Atoms and positions in Å:
1 N 0.044 -0.104 -1.008
2 C -1.616 -0.603 0.968
3 C -0.146 2.059 0.815
4 C -0.382 -0.231 0.241
5 C 1.172 -2.271 -0.307
6 C 0.278 1.078 -1.701
7 C 0.938 -0.795 -0.074
8 H -1.375 -0.746 2.025
9 H 0.296 1.761 -0.410
10 H -2.011 -1.553 0.586
11 H -0.032 1.584 1.794
12 H -0.618 1.474 -2.186
13 H -2.394 0.161 0.885
14 H 1.919 -2.458 -1.086
15 H -1.199 2.331 0.680
16 H 1.141 1.035 -2.367
17 H 0.431 2.994 0.864
18 H 0.235 -2.753 -0.607
19 H 1.803 -0.215 0.270
20 H 1.516 -2.748 0.617

Values from the calculation:
energy relative to the best compared isomer or geometry (same formula, charge and spin) = 495.88 kJ/mol
HOMO energy (alpha / beta) = -0.271 / -0.271 Eh
total charge = 0
E = -290.96988 a.u.
2S+1 = 1
gap between HOMO and LUMO (alpha / beta) = 8.27 / 8.27 eV